10
Properties=species:S:1:pos:R:3:nbo_charge:R:1 method="wB97M-V/def2-TZVPD" smiles="O=C/C=N/O.O=S" orbital_gap_ha="0.282 / 0.284" energy_ha=-756.49263 largest_force_ha_per_bohr=0.056 e_above_lowest_ev=4.9934
O 1.201 -0.316 -0.692 -0.495
C 0.142 0.190 -0.448 0.393
C -0.930 -0.170 0.544 -0.124
N -0.663 -0.848 1.587 -0.021
O -1.538 -1.224 2.528 -0.474
H -0.132 0.960 -1.157 0.118
H -2.023 0.321 0.293 0.160
H -2.418 -1.124 2.124 0.449
O 2.937 1.745 -2.657 -0.724
S 3.422 0.465 -2.123 0.718